Entry 1:
{
  "formula": "C25H15BrN5O13PdS",
  "method": "wB97M-V/def2-TZVPD",
  "elements": ["Pd", "O", "C", "O", "C", "C", "C", "C", "C", "C", "N", "O", "O", "H", "H", "H", "H", "O", "C", "O", "C", "C", "C", "C", "S", "C", "C", "H", "H", "H", "H", "H", "O", "N", "O", "C", "C", "C", "C", "O", "C", "C", "N", "O", "O", "N", "O", "O", "H", "H", "Br", "C", "C", "C", "N", "C", "C", "H", "H", "H", "H"],
  "positions_angstrom": [[-0.5730, -0.6513, -1.0890], [-0.5532, -1.8958, 0.7813], [-0.6334, -0.8708, 1.5077], [-0.6358, 0.2676, 0.9738], [-0.7158, -1.0494, 2.9767], [-0.7261, -2.3592, 3.4582], [-0.7374, -2.5984, 4.8188], [-0.7762, -1.5307, 5.7005], [-0.8032, -0.2312, 5.2092], [-0.7596, 0.0316, 3.8487], [-0.8689, 0.8826, 6.1533], [-0.8732, 1.9946, 5.6846], [-0.9125, 0.6004, 7.3244], [-0.7215, -3.1670, 2.7415], [-0.7130, -3.6073, 5.1989], [-0.7906, -1.6872, 6.7684], [-0.7587, 1.0486, 3.4847], [7.3488, -0.9798, -0.1518], [6.7933, -1.0514, -1.3526], [7.4029, -0.8193, -2.3574], [5.3297, -1.4126, -1.4235], [4.4394, -1.0974, -0.3935], [3.1105, -1.4488, -0.4870], [2.6429, -2.0778, -1.6545], [0.9829, -2.4406, -1.9282], [3.5397, -2.3942, -2.6919], [4.8622, -2.0378, -2.5852], [6.7660, -1.2036, 0.5869], [4.7790, -0.5558, 0.4785], [2.4289, -1.2539, 0.3305], [3.1679, -2.8926, -3.5738], [5.5553, -2.2363, -3.3877], [-1.6694, 6.7313, -1.5021], [-0.6297, 6.1710, -1.2634], [0.4142, 6.6878, -0.9573], [-0.6226, 4.7212, -1.3808], [-1.8126, 4.0480, -1.6591], [-1.7780, 2.6859, -1.8612], [-0.5270, 1.9709, -1.9708], [-0.4450, 0.8635, -2.5664], [0.5909, 2.6553, -1.3627], [0.5420, 4.0178, -1.1091], [1.6594, 1.8727, -0.8832], [2.6080, 2.3941, -0.3494], [1.5597, 0.6340, -0.9739], [-2.9650, 1.9051, -1.8305], [-4.0297, 2.4035, -2.0758], [-2.8350, 0.7276, -1.4711], [-2.7456, 4.5970, -1.6802], [1.4028, 4.5260, -0.6900], [-7.0910, -1.7997, -2.1630], [-5.2209, -1.8765, -1.9162], [-4.6856, -2.1097, -0.6534], [-3.3102, -2.1120, -0.5049], [-2.4817, -1.9063, -1.5256], [-2.9883, -1.7100, -2.7415], [-4.3500, -1.6975, -2.9875], [-5.3245, -2.2707, 0.2002], [-2.8588, -2.3034, 0.4617], [-2.2811, -1.5653, -3.5507], [-4.7229, -1.5343, -3.9847]],
  "s_squared": 6.044,
  "homo_ha": [-0.445, -0.449],
  "lumo_energy_ev": [-4.1, -7.3],
  "total_charge": 1,
  "spin_multiplicity": 5,
  "orbital_gap_ha": [0.2927, 0.1793]
}

Entry 2:
{
  "formula": "C5H39N2O14",
  "method": "wB97M-V/def2-TZVPD",
  "elements": ["C", "N", "C", "C", "C", "N", "C", "O", "H", "H", "H", "H", "H", "H", "H", "H", "H", "H", "H", "H", "H", "H", "H", "O", "H", "H", "O", "H", "H", "O", "H", "H", "O", "H", "H", "O", "H", "H", "O", "H", "H", "O", "H", "H", "O", "H", "H", "O", "H", "H", "O", "H", "H", "O", "H", "H", "O", "H", "H", "O"],
  "positions_angstrom": [[0.4537, 1.4059, -0.9738], [1.1229, 1.5842, -2.3161], [0.5840, -0.0973, -0.6808], [1.7038, -0.3143, 0.2915], [3.0905, -0.0674, -0.2539], [-0.8208, -0.6338, -0.1944], [-1.7321, -0.5984, -1.3343], [-1.8528, -1.7422, -2.0990], [1.1444, 2.0493, -0.3518], [-0.5593, 1.7375, -1.0388], [1.5231, 2.5099, -2.2638], [1.8050, 0.8841, -2.5855], [0.7289, -0.7466, -1.5524], [1.4776, 0.2560, 1.1962], [1.5890, -1.3864, 0.5168], [3.8324, -0.6679, 0.3006], [3.1780, -0.5058, -1.2614], [3.3546, 0.9746, -0.3960], [-0.7062, -1.4902, 0.3334], [-1.2963, 0.1221, -2.0169], [-2.7277, -0.2605, -0.9566], [-1.4191, 0.3550, 0.7286], [-3.0013, 0.6430, 1.1959], [-2.1234, 1.0344, 1.2481], [-0.7904, -1.8026, -3.7807], [-2.0035, -1.1059, -4.0802], [-1.2510, -1.4518, -4.5807], [-0.3688, 2.3776, 1.6887], [0.8615, 2.2323, 2.6463], [-0.0665, 1.9853, 2.5113], [-2.5989, 3.9907, 0.3977], [-1.8752, 2.8365, 1.1166], [-1.7302, 3.7054, 0.6902], [-1.9492, 2.3604, 3.8096], [-2.2902, 1.3273, 2.8432], [-2.6149, 1.6616, 3.7312], [0.8821, -3.9037, -2.5459], [0.0997, -3.0255, -1.6021], [0.9746, -3.0984, -2.0207], [-1.3518, 2.8855, -3.8287], [-1.2882, 2.6731, -2.3481], [-1.1734, 3.3643, -3.0117], [3.1728, 2.0260, 2.4853], [2.8651, 0.9805, 3.5908], [2.9841, 1.9481, 3.4249], [1.7767, -0.8423, 3.3464], [2.3188, -0.6382, 4.6339], [2.6816, -0.7088, 3.7301], [-2.0529, -2.7977, -1.3805], [-2.7743, -3.5253, 0.0678], [-1.9329, -3.4754, -0.3950], [-1.1660, -3.7083, 0.9565], [-0.0395, -3.1043, 1.9327], [-0.8947, -3.5498, 1.9203], [0.5281, -0.6393, -4.0816], [1.4152, -1.7689, -3.3464], [1.4281, -1.0590, -4.0045], [-0.7546, -0.8640, 3.8112], [-0.3512, 0.2600, 2.8857], [-0.0189, -0.5903, 3.2509]],
  "homo_ha": -0.229,
  "relative_energy_ev": 2.916,
  "lumo_energy_ev": 2.6,
  "total_charge": -1,
  "orbital_gap_ha": 0.3241
}

no.,largest force on an atom (eV Å⁻¹),E (hartree)
1,1.61,-5312.958680
2,3.90,-1376.811739